# 1
The following is a quantum chemistry calculation of a 9-piece molecular cluster, C3H27N2O8S2 overall, from OMol25.

Structure (ORCA input):
```
! RIJCOSX wB97M-V def2-TZVPD def2/J DEFGRID3
* xyz 1 1
S 0.73601 3.26517 2.49462
S 0.66439 2.41618 0.55116
C -0.87358 1.50560 0.35300
C -0.64741 0.01985 0.59949
C -1.98715 -0.71575 0.79455
N -1.72090 -2.14624 1.08705
N 0.24653 -0.28138 1.81565
H -0.19021 4.03622 2.78364
H -1.36744 1.57015 -0.52879
H -1.55844 2.14105 1.04186
H -0.25348 -0.43280 -0.34865
H -2.57096 -0.43199 -0.14346
H -2.61755 -0.19211 1.65650
H -1.40880 -2.59647 0.28479
H -2.51212 -2.71688 1.21807
H -0.02353 -1.20615 2.03506
H 0.10165 0.23264 2.70220
H 1.29005 -0.36321 1.62861
H 0.97678 -0.21472 -2.93136
H 0.77993 0.18788 -4.32267
O 1.48468 0.13455 -3.59661
H -1.49651 -2.64301 -1.93110
H -0.08255 -2.97149 -1.76836
O -0.86000 -2.23113 -1.49671
H 2.47019 -2.76619 -1.82482
H 2.02825 -4.14881 -1.85839
O 1.72113 -3.17661 -1.71685
H 4.22373 -0.32194 -2.09809
H 3.13219 -0.41277 -3.19849
O 3.50703 -0.72667 -2.39716
H -5.07455 1.35630 1.26781
H -4.26138 2.43748 1.65182
O -4.13772 1.48498 1.59209
H -2.64527 3.26223 -2.34160
H -4.04274 3.07413 -2.49495
O -3.38992 2.59098 -2.08848
H 2.55085 -0.44571 3.59047
H 3.11148 0.37256 2.50616
O 2.26875 0.34457 2.98874
H 3.95795 -0.26765 0.28005
H 4.40964 0.94644 1.06273
O 4.06098 0.03073 1.10038
*
```

Properties
Calculated total energy = -44570.78279 eV
Maximum force = 8.762 eV/Å
Relative energy (zero: lowest compared OMol25 entry of this formula, charge and spin) = 84.2 kcal per mole

# 2
The following is a quantum chemistry calculation of a 11-piece molecular cluster, C3H27NO10 overall, from OMol25.

Structure (ORCA input):
```
! RIJCOSX wB97M-V def2-TZVPD def2/J DEFGRID3
* xyz 0 1
C -0.52122 2.50074 0.05934
C 0.17644 1.19777 -0.21112
C 1.23883 1.03807 -1.00385
N -0.60763 0.14743 0.28465
H -1.16084 2.29259 1.01172
H -0.91693 3.02836 -0.77317
H -0.06697 3.43402 0.55250
H 1.64781 0.13116 -1.39010
H 1.69416 1.92616 -1.47268
H -1.37075 0.22783 0.92458
H -0.45891 -0.83757 0.01819
H -0.13367 -1.69309 -2.92042
H -0.25244 -2.85965 -2.03508
O 0.35960 -2.20691 -2.29583
H -0.63483 -3.14792 -0.26842
H -2.12071 -3.92587 -0.60647
O -1.43735 -3.40786 -0.78780
H 2.44320 0.47657 1.38430
H 2.70989 -1.02415 1.44720
O 2.65951 -0.26910 1.99468
H -3.47943 0.18430 -2.28913
H -2.33340 0.70552 -1.59363
O -2.75204 0.57699 -2.44890
H 2.91191 2.77364 0.19945
H 2.20794 3.05434 1.45567
O 2.94559 3.26321 0.94641
H 2.44588 -2.50279 -0.98430
H 1.30778 -1.54576 -0.84895
O 1.87553 -2.06684 -0.28039
H -1.92683 2.19560 -3.07741
H -0.91839 3.19168 -3.63860
O -1.21090 2.84113 -2.83396
H -1.97572 1.04341 3.61551
H -3.12795 0.32445 3.10121
O -2.48106 0.96558 2.78221
H -0.01533 -0.49664 2.51558
H 1.38563 -1.03753 2.77911
O 0.46370 -1.18872 2.82255
H 0.91991 -3.24768 0.60482
H 0.33666 -2.72177 2.01262
O 0.17332 -3.34066 1.24794
*
```

Properties
Calculated total energy = -25511.88785 eV
Maximum force = 9.541 eV/Å
Relative energy (zero: lowest compared OMol25 entry of this formula, charge and spin) = 55.6 kcal per mole
SMILES = C=C(C)N.O.O.O.O.O.O.O.O.O.O

# 3
The following is a quantum chemistry calculation of a 11-piece molecular cluster, C3H27NO12 overall, from OMol25.

Structure (ORCA input):
```
! RIJCOSX wB97M-V def2-TZVPD def2/J DEFGRID3
* xyz 0 1
C 0.28281 1.01351 0.75145
N 0.68231 0.22524 1.88064
C 2.02003 -0.33864 2.12804
C 2.88472 -0.69283 0.96601
O 4.14251 -1.01231 1.40562
O 2.74084 -0.60032 -0.22718
H 0.98059 1.86846 0.49424
H -0.69952 1.50169 0.81077
H 0.28981 0.49735 -0.22190
H 0.04616 -0.55099 2.03534
H 1.87595 -1.07095 2.91835
H 2.49653 0.60411 2.54213
H 4.75755 -1.08587 0.67247
H -0.90325 1.53541 3.52490
H -0.79845 3.03569 3.35165
O -1.46016 2.32179 3.35067
H -1.07897 1.37431 -2.46533
H -0.04055 1.87565 -3.59029
O -0.38247 1.12222 -3.09584
H -0.07543 -3.34882 -0.51121
H 0.78310 -2.17960 -0.26267
O 0.52743 -3.01101 0.16679
H -2.88799 0.26018 -1.63921
H -3.41768 1.61291 -1.16388
O -2.58977 1.13096 -1.29206
H -2.40685 -2.27452 1.83362
H -1.02463 -2.69728 1.14738
O -1.72402 -2.01378 1.19522
H -2.75870 -1.55081 -1.00693
H -3.99327 -2.16828 -1.64210
O -3.35758 -1.44838 -1.76873
H 3.26250 0.13162 -2.55887
H 1.92691 0.72340 -3.07143
O 2.86813 0.93263 -2.94704
H -0.45251 -1.37813 -2.48675
H -1.65993 -2.39457 -2.59147
O -0.77987 -2.26224 -2.23442
H -2.69070 1.69982 1.86885
H -2.75651 0.48993 0.99812
O -3.29972 0.97907 1.64205
H 2.81090 2.88002 -0.90328
H 3.18302 1.72113 0.01131
O 2.67674 2.54223 -0.01501
*
```

Properties
Calculated total energy = -29609.64496 eV
Maximum force = 3.707 eV/Å
Relative energy (zero: lowest compared OMol25 entry of this formula, charge and spin) = 36.3 kcal per mole
SMILES = CNCC(=O)O.O.O.O.O.O.O.O.O.O.O

# 4
The following is a quantum chemistry calculation of a 11-piece molecular cluster, C3H28N6O11 overall, from OMol25.

Structure (ORCA input):
```
! RIJCOSX wB97M-V def2-TZVPD def2/J DEFGRID3
* xyz 0 1
C 0.49791 -3.35447 -2.26853
O 1.48616 -3.60035 -2.95760
N 0.36726 -3.73680 -0.97782
N -0.58737 -2.65338 -2.71305
H 1.07133 -4.40226 -0.70413
H -0.41169 -3.50635 -0.38807
H -0.51118 -2.20737 -3.60993
H -1.43624 -2.49008 -2.20290
C 0.68911 -0.84193 3.10688
O -0.11840 -0.56201 3.99368
N 0.88263 -0.04693 2.02041
N 1.44382 -1.96553 3.08900
H 0.27401 0.70871 1.75239
H 1.39704 -0.26248 1.18620
H 1.33254 -2.70605 3.75115
H 2.09125 -2.04808 2.32134
C 1.39943 3.27934 0.33684
O 0.68132 2.91082 -0.60108
N 2.29895 2.40541 0.88547
N 1.35387 4.51513 0.89248
H 2.40772 1.56173 0.35128
H 3.03176 2.71965 1.49276
H 0.71800 5.10523 0.38081
H 2.11384 4.79530 1.47852
O -2.53824 -2.40335 0.61015
H -2.54055 -1.66427 1.25854
H -3.03094 -3.10514 1.04555
O -2.78142 -0.23646 2.28818
H -2.52776 0.66567 2.00285
H -2.64904 -0.24404 3.24375
O -0.29815 1.76617 -2.78338
H -1.03343 1.91821 -3.38862
H -0.19919 2.60204 -2.29689
O -1.02198 0.09249 -0.45201
H -0.28416 0.54993 -0.87502
H -0.61920 -0.65523 0.01231
O 2.04077 0.79620 -1.75315
H 1.22486 1.24496 -2.03359
H 2.59071 0.76416 -2.54351
O 2.75782 -1.13324 -0.00539
H 3.00009 -1.92452 -0.50021
H 2.51931 -0.46568 -0.68011
O -3.25661 1.00520 -2.14442
H -4.01184 0.55589 -1.75106
H -2.48292 0.58049 -1.74351
O -2.33499 2.13254 0.92166
H -3.13165 2.19122 0.38174
H -1.86456 1.34951 0.57007
*
```

Properties
Calculated total energy = -35033.08087 eV
Maximum force = 1.731 eV/Å
Relative energy (zero: lowest compared OMol25 entry of this formula, charge and spin) = 0.0 kcal per mole
SMILES = NC(N)=O.NC(N)=O.NC(N)=O.O.O.O.O.O.O.O.O